A structure of composition C30H21N7O2STi at a distorted geometry, computed with ωB97M-V with the def2-TZVPD basis set.

The charge is 0. Its spin multiplicity is 3. For the HOMO energy (alpha / beta), the calculation gives -6.57 / -6.92 eV. Its lowest unoccupied orbital energy (alpha / beta) is -0.1 / -2.4 eV. The value obtained for the energy is -2937.3274 hartree.

Last column: Mulliken spin population.
CARTESIAN COORDINATES (ANGSTROEM)
1 Ti -0.346 0.308 0.478  0.820
2 O 2.712 1.025 3.124  0.004
3 C 1.648 0.884 2.544  0.006
4 N 1.295 -0.051 1.615  -0.012
5 C 2.022 -1.215 1.395  -0.019
6 C 3.085 -1.694 2.163  0.000
7 C 3.695 -2.889 1.819  0.000
8 C 3.260 -3.606 0.715  0.002
9 C 2.196 -3.152 -0.050  -0.003
10 C 1.553 -1.962 0.291  0.035
11 N 0.461 -1.355 -0.369  0.015
12 C 0.095 -1.757 -1.613  0.003
13 O 0.543 -2.666 -2.298  0.008
14 C -0.981 -0.885 -2.187  0.032
15 C -1.552 -1.190 -3.413  -0.015
16 C -2.513 -0.344 -3.931  0.018
17 C -2.855 0.786 -3.197  -0.011
18 C -2.238 1.012 -1.984  0.046
19 N -1.315 0.191 -1.465  -0.043
20 C 0.473 1.820 2.715  -0.022
21 C 0.665 3.071 3.230  0.053
22 C -0.259 4.161 3.180  -0.013
23 C -1.261 4.275 2.282  0.059
24 C -1.456 3.253 1.194  0.042
25 N -0.650 1.196 2.286  0.004
26 H 3.424 -1.119 3.009  0.000
27 H 4.522 -3.260 2.411  0.000
28 H 3.754 -4.529 0.440  0.000
29 H 1.865 -3.717 -0.904  0.000
30 H -1.215 -2.080 -3.925  0.000
31 H -2.981 -0.549 -4.884  0.002
32 H -3.594 1.484 -3.564  0.000
33 H -2.493 1.878 -1.390  -0.010
34 H 1.637 3.230 3.683  0.002
35 H -0.093 4.976 3.877  0.000
36 H -1.942 5.116 2.320  0.003
37 H -2.302 3.539 0.564  0.003
38 N -2.823 2.150 2.875  0.057
39 C -3.718 1.249 3.369  0.048
40 C -4.516 1.591 4.471  -0.032
41 C -5.454 0.712 4.965  0.048
42 C -5.637 -0.541 4.374  -0.015
43 C -4.867 -0.898 3.291  0.041
44 C -3.909 -0.015 2.790  0.020
45 S -2.951 -0.472 1.401  0.402
46 N -2.313 0.935 0.854  0.434
47 C -1.827 1.868 1.861  -0.130
48 C -0.206 3.196 0.300  0.061
49 C 0.420 4.383 -0.054  -0.045
50 C 1.538 4.373 -0.868  0.057
51 C 2.025 3.150 -1.313  -0.033
52 C 1.379 2.003 -0.928  0.109
53 N 0.280 2.014 -0.141  -0.031
54 H -2.648 2.980 3.423  -0.007
55 H -4.380 2.566 4.923  -0.001
56 H -6.049 0.996 5.822  0.003
57 H -6.384 -1.222 4.757  0.000
58 H -4.995 -1.863 2.815  -0.001
59 H 0.029 5.316 0.324  -0.002
60 H 2.032 5.297 -1.137  0.004
61 H 2.894 3.089 -1.952  0.000
62 H 1.718 1.023 -1.245  0.007